No. 1
One molecule with the formula CHNO4, computed with ωB97M-V with the def2-TZVPD basis set.

```
! RIJCOSX wB97M-V def2-TZVPD def2/J DEFGRID3
* xyz 0 3
C 1.5529 0.4835 -1.4402
N 2.2749 -0.2786 -2.0422
O 0.4669 1.0796 -1.2246
O 3.2362 -0.9369 -2.0896
O -1.7491 0.5579 -0.2797
O -0.6662 0.0084 -0.8412
H -2.5315 0.6857 -0.8179
*
```

Properties
- expectation value of S² = 2.045
- frontier orbital gap (alpha / beta) (eV) = 7.91 / 6.97
- E (Ha) = -394.02565

=====

No. 2
One molecule with the formula C20H24ClN3O3S, computed with ωB97M-V with the def2-TZVPD basis set.

```
! RIJCOSX wB97M-V def2-TZVPD def2/J DEFGRID3
* xyz 0 1
C 0.2359 -2.5065 1.6427
N 0.5756 -1.7444 2.8147
C -0.4545 -1.6519 3.8166
S 1.3552 -0.2888 2.5029
O 2.3732 -0.5663 1.5323
O 1.7300 0.2630 3.7704
C 0.1117 0.7426 1.7500
C -0.6770 1.6118 2.4850
C -1.6448 2.3533 1.8492
C -1.8720 2.2664 0.4546
N -2.8777 2.9766 -0.1015
C -3.1442 3.0860 -1.5226
C -4.2423 4.1411 -1.6240
C -4.9964 3.9715 -0.3103
C -3.8693 3.6922 0.6803
C -1.0397 1.3849 -0.2781
C -0.9604 1.1865 -1.7590
O -0.6403 2.0454 -2.5563
N -1.1908 -0.1061 -2.1218
C -0.5430 -0.6977 -3.2831
C 0.6416 -1.4845 -2.7832
C 1.7703 -0.8093 -2.3276
C 2.8016 -1.4880 -1.7060
C 2.7052 -2.8619 -1.5438
Cl 3.9704 -3.7175 -0.7443
C 1.5984 -3.5555 -2.0085
C 0.5684 -2.8612 -2.6179
C -0.0765 0.6369 0.3907
H 0.0924 -3.5517 1.9187
H -0.6800 -2.1380 1.1578
H 1.0703 -2.4294 0.9500
H -1.3887 -1.2342 3.4159
H -0.0770 -1.0071 4.6058
H -0.6544 -2.6432 4.2243
H -0.5039 1.7104 3.5448
H -2.2275 3.0449 2.4342
H -3.4858 2.1197 -1.9181
H -2.2464 3.3775 -2.0703
H -3.7997 5.1361 -1.6744
H -4.8722 3.9957 -2.4983
H -5.6648 3.1117 -0.3692
H -5.5785 4.8484 -0.0361
H -3.4525 4.6315 1.0662
H -4.2115 3.0871 1.5239
H -1.3855 -0.7578 -1.3748
H -0.2401 0.1291 -3.9286
H -1.2532 -1.3377 -3.8128
H 1.8339 0.2619 -2.4518
H 3.6597 -0.9569 -1.3281
H 1.5406 -4.6250 -1.8817
H -0.3018 -3.3985 -2.9667
H 0.5881 -0.0132 -0.1597
*
```

Properties
- frontier orbital gap (eV) = 8.61
- SMILES string = CN(C)S(=O)(=O)c1ccc(N2CCCC2)c(C(=O)NCc2ccc(Cl)cc2)c1
- E (Ha) = -2024.90017

=====

No. 3
A 7-piece molecular cluster, C27H76BBrN7O6 overall, computed with ωB97M-V with the def2-TZVPD basis set.

```
! RIJCOSX wB97M-V def2-TZVPD def2/J DEFGRID3
* xyz -1 1
N -1.6231 1.3523 -0.8203
B -0.3627 0.9614 -1.6642
C 0.9857 0.5888 -0.7686
C 1.2316 1.5132 0.4181
C 1.4483 2.9702 0.0881
Br 2.8104 3.3027 -1.2559
H -2.0490 0.5692 -0.3437
H -1.4772 2.0877 -0.1399
H -0.0892 1.8642 -2.4745
H -0.6751 -0.0460 -2.3323
H 1.8786 0.6055 -1.4075
H 0.9282 -0.4343 -0.3695
H 0.3189 1.5046 1.0303
H 2.0498 1.1774 1.0629
H 1.8084 3.5202 0.9549
H 0.5439 3.4481 -0.2796
C -5.7936 2.1306 3.4506
C -4.2857 1.9582 3.5937
C -3.5405 1.8140 2.2631
O -3.6868 0.5604 1.6459
C -4.8386 0.3967 0.8403
N -4.0162 0.8471 4.5124
H -6.2757 1.1849 3.2002
H -6.2216 2.4777 4.3910
H -6.0360 2.8528 2.6692
H -3.8905 2.8658 4.0636
H -2.4690 1.9181 2.4579
H -3.8237 2.6135 1.5650
H -5.1241 1.3380 0.3615
H -5.6839 0.0152 1.4248
H -4.5885 -0.3257 0.0629
H -3.0203 0.8099 4.7063
H -4.2132 -0.0149 4.0105
C -4.1394 -3.7837 -2.5811
C -3.8453 -2.4230 -3.2039
C -2.8582 -2.4728 -4.3728
O -1.5187 -2.7251 -4.0196
C -1.1695 -4.0722 -3.8267
N -3.4728 -1.5126 -2.1225
H -3.3213 -4.1091 -1.9384
H -5.0234 -3.7083 -1.9508
H -4.3179 -4.5593 -3.3304
H -4.7839 -2.0424 -3.6252
H -2.8520 -1.4974 -4.8643
H -3.1923 -3.2238 -5.1075
H -1.7050 -4.7274 -4.5260
H -1.3679 -4.4170 -2.8075
H -0.0989 -4.1564 -4.0144
H -3.3891 -0.5577 -2.4649
H -2.5216 -1.7290 -1.8289
C 5.3940 0.6791 2.1659
C 4.8982 0.9911 3.5745
C 5.5040 0.1090 4.6727
O 4.9778 -1.2021 4.7296
C 5.4804 -2.1053 3.7670
N 3.4398 0.9455 3.5370
H 4.9135 -0.2117 1.7602
H 5.1385 1.5003 1.4975
H 6.4783 0.5366 2.1401
H 5.1985 2.0187 3.8062
H 5.2753 0.5499 5.6462
H 6.5984 0.0692 4.5682
H 6.5441 -1.9281 3.5713
H 4.9331 -2.0410 2.8235
H 5.3594 -3.1111 4.1693
H 3.0342 1.3169 4.3896
H 3.1515 -0.0271 3.4936
C 3.0843 7.9521 -4.7806
C 2.8849 6.8558 -3.7385
C 3.0150 7.3378 -2.2911
O 4.3413 7.6234 -1.8787
C 4.8186 8.9073 -2.2009
N 3.7609 5.7256 -4.0437
H 4.1407 8.1991 -4.8971
H 2.7233 7.6100 -5.7497
H 2.5461 8.8638 -4.5118
H 1.8580 6.4883 -3.8335
H 2.6694 6.5386 -1.6335
H 2.3837 8.2228 -2.1223
H 4.0204 9.6555 -2.1309
H 5.2515 8.9569 -3.2045
H 5.5958 9.1566 -1.4779
H 3.4968 4.9535 -3.4385
H 4.7070 5.9751 -3.7693
C -6.0233 -6.3207 2.0699
C -5.6208 -4.8561 1.9327
C -6.4410 -3.9012 2.8049
O -7.7581 -3.6650 2.3455
C -8.7225 -4.6155 2.7368
N -5.6235 -4.4886 0.5181
H -6.9494 -6.5272 1.5317
H -5.2511 -6.9578 1.6411
H -6.1638 -6.6014 3.1157
H -4.5875 -4.7608 2.2826
H -5.9512 -2.9249 2.7998
H -6.4715 -4.2585 3.8441
H -8.5233 -4.9860 3.7485
H -8.7689 -5.4705 2.0564
H -9.6909 -4.1159 2.7309
H -5.2162 -3.5653 0.3976
H -6.5889 -4.3963 0.2141
C 5.6789 -3.1470 -2.6354
C 6.1776 -2.3232 -1.4532
C 5.4092 -2.5744 -0.1516
O 4.1460 -1.9623 -0.0833
C 3.0674 -2.6473 -0.6931
N 6.2077 -0.9120 -1.8338
H 4.7462 -2.7434 -3.0295
H 6.4113 -3.1206 -3.4414
H 5.5094 -4.1881 -2.3530
H 7.2120 -2.6241 -1.2498
H 5.9829 -2.1247 0.6656
H 5.3297 -3.6530 0.0540
H 3.1751 -3.7312 -0.5700
H 2.9793 -2.4144 -1.7564
H 2.1569 -2.3135 -0.1996
H 6.6499 -0.3648 -1.1023
H 5.2526 -0.5662 -1.8799
*
```

Properties
- frontier orbital gap (eV) = 6.04
- E (Ha) = -4507.83358

=====

No. 4
C28H28FeN8OS as an isolated structure, computed with ωB97M-V with the def2-TZVPD basis set.

```
! RIJCOSX wB97M-V def2-TZVPD def2/J DEFGRID3
* xyz 0 1
Fe -0.7361 0.6517 0.5207
N 1.5422 -1.4881 3.4542
C 0.9652 -0.5913 2.5831
S -0.7460 -0.3713 2.6659
N 1.8239 0.0053 1.7715
N 1.1280 0.8552 0.9411
C 1.6369 1.9156 0.4396
C 3.0676 2.3065 0.4092
C 4.0614 1.3321 0.3353
C 5.3976 1.6986 0.2998
C 5.7608 3.0378 0.3455
C 4.7785 4.0133 0.4245
C 3.4400 3.6475 0.4552
C 0.5525 2.8595 -0.0128
C 0.7034 3.7138 -1.0938
C -0.3479 4.5405 -1.4298
C -1.5087 4.5004 -0.6630
C -1.5816 3.5985 0.3776
N -0.5782 2.7764 0.7082
H 1.0295 -1.6439 4.3065
H 2.5375 -1.3688 3.5706
H 3.7800 0.2904 0.3040
H 6.1585 0.9311 0.2395
H 6.8060 3.3191 0.3214
H 5.0497 5.0601 0.4672
H 2.6832 4.4164 0.5388
H 1.6095 3.6815 -1.6821
H -0.2796 5.1933 -2.2905
H -2.3523 5.1392 -0.8840
H -2.4787 3.5079 0.9783
O -0.6227 1.0168 -1.4549
C -1.4912 0.8674 -2.3888
C -1.0518 0.8967 -3.7430
C -1.9176 0.7499 -4.7967
C -3.2895 0.5600 -4.5834
C -3.7440 0.5312 -3.2851
C -2.8856 0.6823 -2.1884
C -3.4235 0.6923 -0.8381
N -2.7372 0.6727 0.2893
C -3.6477 0.7458 1.3261
C -4.9025 0.8050 0.8215
N -4.7492 0.7704 -0.5488
H 0.0104 1.0347 -3.9046
H -1.5311 0.7757 -5.8092
H -3.9715 0.4325 -5.4123
H -4.8057 0.3739 -3.1209
H -3.3283 0.7469 2.3540
H -5.8660 0.8631 1.2941
H -5.4845 0.8161 -1.2288
N -0.5388 -1.3513 -0.1359
C -0.4654 -2.4844 0.0570
N -0.3900 -3.7789 0.2802
C -1.1083 -4.3324 1.4456
C -0.3214 -5.5117 2.0031
C 1.1558 -5.1480 2.1341
C 1.7862 -4.8079 0.7657
C 0.7143 -4.5547 -0.2910
H -2.1194 -4.6240 1.1535
H -1.1833 -3.5432 2.1972
H -0.4450 -6.3909 1.3651
H -0.7426 -5.7716 2.9753
H 1.7020 -5.9614 2.6122
H 1.2369 -4.2791 2.7917
H 2.4374 -5.6128 0.4179
H 2.4050 -3.9141 0.8619
H 0.3033 -5.4903 -0.6742
H 1.1097 -4.0052 -1.1427
*
```

Properties
- frontier orbital gap (alpha / beta) (eV) = 7.01 / 7.04
- E (Ha) = -3259.01745

=====

No. 5
A 16-piece molecular cluster, C37H73Br31F5NSSi overall, computed with ωB97M-V with the def2-TZVPD basis set.

```
! RIJCOSX wB97M-V def2-TZVPD def2/J DEFGRID3
* xyz 0 1
C -0.4691 1.1714 4.1660
N -0.6671 2.2472 3.2032
C -1.1496 1.7057 1.9068
Si -0.2789 2.6380 0.4798
S 0.7869 4.3152 1.2915
Br 1.2396 1.2029 -0.3840
C -1.5512 3.2517 -0.7617
C -1.8044 2.3157 -1.9653
C -1.5133 2.9466 -3.3216
C -0.2090 2.6007 -3.9213
F -0.0345 3.4073 -4.9870
F 0.7464 2.8882 -3.1098
C -0.0257 1.1864 -4.4770
F -0.5178 1.0632 -5.6644
F 1.2502 0.9547 -4.5583
F -0.5324 0.2648 -3.7338
H 0.4825 0.6876 4.0379
H -1.2648 0.4366 4.1233
H -0.4989 1.5987 5.1494
H -1.3952 2.8609 3.5342
H -2.2247 1.7564 1.8140
H -0.8055 0.6941 1.8572
H 1.9461 4.2643 0.6289
H -2.4794 3.2916 -0.2078
H -1.3672 4.2632 -1.0613
H -1.2685 1.4005 -1.7869
H -2.8353 2.0551 -1.9462
H -2.2906 2.7928 -4.0391
H -1.4702 4.0072 -3.1807
Br -2.6441 -2.9978 2.7044
C -1.4884 -3.0476 4.2777
C -2.2662 -2.8115 5.5393
Br -2.7058 -0.9276 5.7426
H -0.7102 -2.3088 4.1171
H -1.0437 -4.0409 4.2769
H -1.6694 -3.0629 6.4108
H -3.1991 -3.3633 5.5692
Br 0.3644 -8.7038 6.2592
C -0.4586 -7.7708 4.7615
C 0.5562 -7.0056 3.9600
Br 1.0962 -5.3666 4.8633
H -1.2354 -7.1374 5.1762
H -0.9120 -8.5496 4.1526
H 0.1268 -6.6859 3.0127
H 1.4619 -7.5717 3.7720
Br 2.1592 -1.6976 5.2463
C 2.2773 -1.9382 3.3173
C 3.6199 -2.4858 2.9168
Br 5.0020 -1.1176 2.9739
H 2.0534 -0.9766 2.8660
H 1.4914 -2.6483 3.0654
H 3.5963 -2.8296 1.8855
H 3.9511 -3.2945 3.5611
Br -2.4659 6.2182 -3.1040
C -3.8062 6.6842 -1.7732
C -3.2359 7.5717 -0.7052
Br -2.1359 6.5553 0.5342
H -4.1933 5.7512 -1.3773
H -4.5916 7.1975 -2.3237
H -4.0327 8.0033 -0.1037
H -2.6141 8.3643 -1.1063
Br -0.6372 3.8084 -10.9233
C 0.4658 3.8870 -9.3187
C -0.3791 4.0401 -8.0857
Br -1.0498 5.8570 -7.8875
H 1.1675 4.7013 -9.4605
H 1.0062 2.9437 -9.2936
H 0.2079 3.8541 -7.1902
H -1.2464 3.3873 -8.0891
Br -2.8600 1.7718 -6.8862
C -4.6224 2.4827 -7.3106
C -4.6101 3.9844 -7.3274
Br -4.5650 4.6803 -5.5137
H -5.3058 2.0787 -6.5722
H -4.8714 2.0856 -8.2920
H -5.5242 4.3713 -7.7710
H -3.7506 4.3997 -7.8445
Br 1.5527 7.3376 2.5765
C 0.2575 8.1010 3.8106
C -0.3642 7.0542 4.6965
Br -1.7096 6.0142 3.7468
H -0.4758 8.6286 3.2089
H 0.8205 8.8160 4.4058
H -0.8994 7.5228 5.5191
H 0.3609 6.3502 5.0895
Br 4.4532 -4.0757 6.6234
C 5.7636 -5.5102 6.6086
C 6.5623 -5.4990 5.3340
Br 5.5342 -6.2098 3.8405
H 5.2200 -6.4366 6.7591
H 6.4089 -5.3271 7.4646
H 7.4311 -6.1470 5.4207
H 6.8807 -4.5024 5.0482
Br -3.5699 0.0046 -12.7874
C -1.7072 0.5710 -12.7569
C -1.1575 0.7444 -14.1455
Br -0.7631 -0.9671 -14.9844
H -1.1646 -0.1676 -12.1779
H -1.7048 1.5197 -12.2276
H -0.2083 1.2740 -14.1129
H -1.8413 1.2669 -14.8047
Br -4.1374 3.5837 1.6853
C -5.8512 2.7956 1.2055
C -5.7070 1.3676 0.7587
Br -4.9812 1.2519 -1.0478
H -6.2818 3.4317 0.4402
H -6.4551 2.8501 2.1076
H -6.6788 0.8825 0.7114
H -5.0438 0.7928 1.3955
Br 3.3050 5.0646 -2.3260
C 3.4295 4.6590 -4.2214
C 4.7817 4.1117 -4.5856
Br 6.1305 5.5156 -4.6627
H 3.1855 5.5711 -4.7548
H 2.6576 3.9148 -4.4049
H 4.7616 3.6798 -5.5834
H 5.1406 3.3720 -3.8791
Br 0.1210 -3.1275 8.5984
C -1.0710 -2.8964 10.1181
C -2.0382 -4.0418 10.2433
Br -3.4692 -3.9211 8.9301
H -1.5648 -1.9398 9.9872
H -0.4205 -2.8524 10.9882
H -2.5342 -4.0163 11.2105
H -1.5647 -5.0072 10.1043
Br 3.6289 -11.8505 6.3806
C 2.4091 -11.6877 7.8866
C 1.4242 -12.8244 7.9319
Br 0.0246 -12.6134 6.5974
H 1.9286 -10.7203 7.7960
H 3.0414 -11.6973 8.7711
H 0.9090 -12.8413 8.8893
H 1.8853 -13.7892 7.7538
Br -0.9891 -11.1106 2.9036
C -2.9000 -11.2699 3.2274
C -3.6989 -10.5745 2.1600
Br -3.6696 -8.6418 2.3954
H -3.0852 -10.8689 4.2179
H -3.1045 -12.3378 3.2259
H -4.7469 -10.8570 2.2231
H -3.3292 -10.7754 1.1610
Br 10.6361 8.7859 -6.0036
C 8.9424 7.9889 -6.5367
C 9.1080 6.5514 -6.9456
Br 9.8921 6.3963 -8.7210
H 8.5405 8.6074 -7.3309
H 8.3030 8.0624 -5.6599
H 8.1396 6.0630 -7.0160
H 9.7452 5.9923 -6.2700
*
```

Properties
- frontier orbital gap (eV) = 8.23
- E (Ha) = -82489.92022

=====

No. 6
A 2-piece molecular cluster, C38H36BF3O3S overall, computed with ωB97M-V with the def2-TZVPD basis set.

```
! RIJCOSX wB97M-V def2-TZVPD def2/J DEFGRID3
* xyz 0 1
C -3.7679 7.6026 0.4925
C -3.3023 6.2567 0.8751
C -3.4898 5.6626 2.0772
C -2.9362 4.3490 2.1572
C -2.3283 3.9465 1.0264
B -1.6219 2.5259 0.7874
C -0.0314 2.7150 0.6964
C 0.6822 2.9458 1.8473
C 2.0520 3.0875 1.7859
C 2.7087 2.9960 0.5741
C 4.2227 3.1624 0.5255
F 4.6402 3.1034 -0.7583
F 4.5386 4.3623 1.0607
F 4.7881 2.1688 1.2456
C 1.9823 2.7636 -0.5777
C 0.6120 2.6264 -0.5153
O -1.9554 1.6110 1.9337
C -2.3810 0.3921 1.3151
C -1.1458 -0.4909 1.1150
C -3.4087 -0.3177 2.2036
C -2.9799 0.8568 -0.0868
C -2.9796 -0.2460 -1.1517
C -4.3905 1.4260 0.0753
O -2.1240 1.9271 -0.4951
S -2.4210 5.1844 -0.1744
H -4.2422 8.1153 1.3303
H -2.9328 8.2159 0.1552
H -4.4941 7.5475 -0.3189
H -4.0144 6.1404 2.8904
H -2.9900 3.7245 3.0359
H 0.1578 3.0087 2.7863
H 2.6284 3.2670 2.6781
H 2.5050 2.6903 -1.5173
H 0.0323 2.4468 -1.4049
H -1.4045 -1.4606 0.6917
H -0.4430 0.0057 0.4492
H -0.6416 -0.6566 2.0658
H -3.8367 -1.1838 1.6994
H -2.9441 -0.6554 3.1289
H -4.2131 0.3613 2.4776
H -3.5545 -1.1140 -0.8294
H -3.4200 0.1313 -2.0737
H -1.9656 -0.5633 -1.3853
H -5.1155 0.6486 0.3131
H -4.4015 2.1744 0.8643
H -4.6973 1.9139 -0.8481
C 6.7375 -1.3966 -3.1791
O 5.4747 -0.9285 -3.6014
C 4.4244 -1.3035 -2.7878
C 3.1089 -1.1513 -3.2770
C 2.0340 -1.6374 -2.5922
C 2.1965 -2.3020 -1.3583
C 1.1162 -3.0147 -0.7194
C 1.0351 -3.3462 0.6815
C -0.0129 -4.2713 0.8796
C -0.2439 -4.8215 2.1366
C 0.5594 -4.4404 3.1905
C 1.5733 -3.4993 3.0126
C 1.8074 -2.9388 1.7781
C -0.6199 -4.5300 -0.4082
C 0.0636 -3.7561 -1.3746
C -0.2567 -3.9254 -2.7297
C -1.2381 -4.8225 -3.0849
C -1.9076 -5.5750 -2.1221
C -1.6026 -5.4404 -0.7848
C 3.5013 -2.3475 -0.8190
C 4.5769 -1.8638 -1.5025
H 7.4712 -1.1930 -3.9586
H 7.0434 -0.8899 -2.2632
H 6.6929 -2.4750 -3.0235
H 2.9825 -0.6754 -4.2329
H 1.0420 -1.4965 -2.9816
H -1.0148 -5.5611 2.2592
H 0.4108 -4.8813 4.1631
H 2.1840 -3.2080 3.8529
H 2.5657 -2.1866 1.6543
H 0.2985 -3.4002 -3.4824
H -1.4832 -4.9573 -4.1266
H -2.6481 -6.2959 -2.4315
H -2.0707 -6.0619 -0.0407
H 3.6654 -2.8514 0.1145
H 5.5569 -1.9291 -1.0646
*
```

Properties
- frontier orbital gap (eV) = 2.45
- E (Ha) = -2417.99233

=====

Number 1: largest force on an atom 0.190 Eh/bohr. Number 2: largest force on an atom 0.021 Eh/bohr. Number 3: largest force on an atom 0.012 Eh/bohr. Number 4: largest force on an atom 0.028 Eh/bohr. Number 5: largest force on an atom 0.066 Eh/bohr. Number 6: largest force on an atom 0.061 Eh/bohr.